Formula: C18H24IN4OSc
Source: the Open Molecules 2025 dataset
Level of theory: ωB97M-V/def2-TZVPD

Geometry as XYZ:
```
49
Properties=species:S:1:pos:R:3:forces:R:3:mulliken_charge:R:1
C 0.65378 0.34920 -6.51018 -0.2 -0.1 -0.4 0.3639
I 0.88607 0.72727 -4.41344 0.1 0.0 -0.3 -0.6695
H -0.27951 -0.20411 -6.65766 0.2 0.2 0.2 0.1494
H 1.49967 -0.24501 -6.86457 -0.1 0.1 0.3 0.0095
H 0.62033 1.29625 -7.05444 0.0 -0.1 0.3 0.0457
C -0.68798 3.59645 0.56249 -1.1 0.3 -0.4 -0.6582
C -1.73408 3.04559 -0.09130 0.4 0.9 0.4 -0.8896
N -1.31275 1.80110 -0.53432 -1.9 0.6 -0.4 1.1069
C -0.01716 1.54553 -0.08969 1.5 -3.6 -0.4 -0.2241
N 0.34000 2.68862 0.56133 1.2 1.3 0.5 0.4954
H -0.58401 4.57255 1.01449 0.0 -0.2 -0.1 0.3828
H -2.70423 3.44324 -0.37503 0.4 -0.2 0.2 0.4452
C 2.06659 -2.86554 0.21202 -0.2 -0.3 -0.6 -0.6247
C 1.05664 -0.96302 -0.36902 -4.3 5.0 0.4 0.1540
N 1.89133 -1.54660 0.51045 2.6 -0.6 2.0 0.3837
H 1.19447 -4.04649 -1.44105 0.0 -0.1 -0.1 0.5176
N 0.60926 -2.00031 -1.18019 -1.8 -0.8 -2.2 0.5475
H 2.76053 -3.47396 0.75744 0.1 -0.2 0.1 0.4521
Sc -1.04406 -0.53830 -0.32888 2.9 -1.3 3.0 -1.5502
C 1.06199 0.57634 -0.55490 -2.1 -1.3 -1.9 -0.4772
O 2.15173 1.11599 -0.84252 2.3 1.3 0.4 -0.9544
C 1.29916 -3.14902 -0.86366 0.8 -1.0 0.8 -1.0328
C -0.34770 -2.00225 -2.28412 0.5 -0.5 -0.2 -0.3854
H -1.16816 -2.70767 -2.05669 0.0 0.4 -0.3 0.6645
H 0.14345 -2.35711 -3.20826 -0.2 0.2 -0.1 0.1656
H -0.72354 -0.98896 -2.52748 0.3 -0.6 -0.1 -0.3164
C 2.47073 -0.86247 1.64295 -0.4 -0.4 -0.3 -0.6142
H 3.46281 -1.29814 1.79917 -0.1 0.2 0.3 0.4305
H 1.82542 -0.98532 2.52776 0.2 0.1 0.0 0.1588
H 2.55878 0.19895 1.39443 0.1 -0.2 0.1 0.0663
C 1.54782 2.95669 1.31650 -0.5 0.0 0.1 -0.9330
H 1.72653 4.03312 1.20850 0.3 -0.2 0.1 0.3886
H 2.38583 2.37974 0.92650 -0.1 0.1 -0.2 0.2833
H 1.38932 2.73782 2.38455 0.1 -0.1 -0.1 0.2154
C -2.23223 1.11956 -1.43698 -1.0 1.3 -0.8 -0.7504
H -1.79900 0.28865 -2.02934 -0.5 0.9 -0.2 0.2232
H -2.58295 1.86973 -2.17306 0.3 -0.5 -0.1 0.2099
H -3.15484 0.83036 -0.89441 0.4 -0.4 -0.4 0.6732
C -1.58159 -1.25144 4.58429 0.1 0.0 -0.2 -0.3814
C -1.54270 -2.28407 3.62885 0.2 0.1 -0.5 -0.6670
C -1.33888 -1.96685 2.25860 -0.2 0.1 2.1 -0.3593
C -1.11658 -0.63472 1.90490 -0.3 -0.2 -1.9 0.2578
C -1.10965 0.39452 2.83250 -0.5 -0.7 1.9 -0.4254
C -1.38680 0.08679 4.18905 0.3 -0.1 -0.7 -0.6292
H -1.74001 -1.49463 5.64622 0.0 0.1 -0.5 0.3294
H -1.66244 -3.33571 3.93021 0.0 0.5 0.0 0.3312
H -1.38979 -2.78171 1.52045 0.1 0.3 0.2 0.4827
H -0.93633 1.43422 2.54467 -0.1 -0.2 0.0 0.2681
H -1.42527 0.89512 4.92286 0.0 -0.3 0.0 0.3401
```
Forces are in eV/Å.

Properties
- molar mass (g/mol) = 484.3
- max |F| (eV/A) = 6.63
- total charge = -2
- HOMO level (spin up / spin down) (eV) = 2.2 / 2.2



Formula: C18H24IN5O6
Source: the Open Molecules 2025 dataset
Level of theory: ωB97M-V/def2-TZVPD

Geometry as XYZ:
```
54
Properties=species:S:1:pos:R:3:forces:R:3:mulliken_charge:R:1
C 3.75930 -4.05006 1.95060 -0.3 0.5 -0.5 -0.8018
C 3.90412 -2.86578 0.77816 -0.1 -0.1 2.0 -0.4487
I 2.66549 -3.62411 -0.91689 0.8 0.7 0.7 0.0689
C 3.21954 -1.46736 1.38927 0.2 -0.9 -1.2 -0.4826
C 3.20424 -0.29080 0.24800 -2.0 4.5 -0.6 0.7431
C 2.47572 1.00335 0.33537 1.8 -2.3 -1.2 -0.1285
C 1.54478 1.68262 1.50033 0.1 0.6 -1.3 -0.7124
C 0.32455 0.74097 2.05783 -0.7 0.8 0.7 -0.2600
C -0.93731 0.80591 0.99339 -3.8 2.9 1.9 -0.1650
O -1.94465 1.65862 1.27008 6.2 -5.1 -2.2 -0.5119
N -0.88660 -0.13267 -0.19186 -1.6 0.0 1.9 -0.0254
C -1.74726 -1.36593 -0.00097 -2.0 -3.4 -0.2 0.4547
C -2.75961 -1.61537 1.27575 0.2 -2.8 -2.4 -0.2273
C -3.62428 -3.02254 1.41540 3.0 0.6 -3.4 -0.3908
C -3.45608 -4.17878 0.25560 1.7 3.6 0.1 -0.3604
C -2.48833 -3.93254 -1.04711 -0.1 3.1 2.7 -0.4257
C -1.61720 -2.52524 -1.19955 -2.4 -0.9 3.4 -0.3761
C 2.77233 1.83330 -1.04694 -1.2 5.1 -1.8 0.3244
O 2.42943 3.10486 -1.39377 2.3 -9.0 2.5 -0.5733
O 3.56635 1.01338 -2.01549 -1.2 -0.9 4.9 -0.2936
C 3.94444 -0.18768 -1.22947 4.5 -4.2 -2.4 0.2002
O 4.86267 -1.03302 -1.75751 -6.4 5.9 3.7 -0.5358
H 2.96203 -4.86700 1.60089 2.1 1.8 0.9 0.3157
H 3.32607 -3.53223 2.92044 1.1 -1.2 -1.8 0.2479
H 4.83346 -4.50516 2.11276 -2.4 0.8 -0.1 0.2507
H 5.03230 -2.73197 0.48935 -2.5 -0.1 0.2 0.4796
H 2.11141 -1.78098 1.67441 2.3 1.0 -0.8 0.2406
H 3.77306 -1.14128 2.39444 -1.0 -0.5 -2.4 0.3015
H 1.02565 2.63275 0.99727 1.3 -2.1 1.0 0.3299
H 2.24691 2.11991 2.33820 -1.5 -1.2 -1.5 0.3973
H 0.63305 -0.34182 2.37658 -0.6 2.0 -1.1 0.2515
H -0.07355 1.26940 3.05159 0.8 -1.1 -2.3 0.3624
H -1.06028 0.34727 -1.10233 -0.2 -0.5 1.1 0.3559
H -2.88860 -0.83184 2.13862 0.4 -1.6 -2.1 0.2120
H -4.31887 -3.17411 2.37309 1.7 0.3 -2.5 0.2698
H -4.05283 -5.17826 0.39796 1.4 2.2 -0.5 0.2840
H -2.40570 -4.76401 -1.88918 -0.2 2.0 2.1 0.2683
H -0.87846 -2.32877 -2.11633 -1.9 -0.5 2.3 0.3153
C -5.30896 4.28164 2.03158 -0.7 -0.2 -0.5 0.5954
O -6.46579 4.32855 1.64433 -0.1 0.1 0.0 -0.6612
N -4.82815 5.09739 2.98719 0.1 1.2 1.2 -0.3680
N -4.41127 3.41012 1.53738 0.5 -0.9 -0.7 -0.2398
H -3.87876 5.07384 3.31914 -0.2 0.0 -0.1 0.1626
H -5.47129 5.76876 3.38591 0.3 -0.3 -0.2 0.2104
H -4.73233 2.77771 0.81596 0.2 0.2 0.3 0.1572
H -3.45445 3.35641 1.84347 -0.1 -0.1 -0.1 0.1785
C 0.64413 1.66516 -5.16316 -0.7 0.2 -0.2 0.6474
O -0.51270 1.71207 -5.55041 -0.1 -0.1 0.0 -0.6653
N 1.12494 2.48091 -4.20755 0.1 0.9 1.0 -0.3129
N 1.54182 0.79364 -5.65736 0.7 -1.2 -0.8 -0.3650
H 2.07432 2.45736 -3.87560 -0.2 0.1 0.0 0.1483
H 0.48180 3.15229 -3.80883 0.3 -0.2 -0.1 0.1670
H 1.22076 0.16123 -6.37878 0.2 0.3 0.3 0.2134
H 2.49864 0.73994 -5.35127 -0.2 0.0 0.0 0.1775
```
Forces are in eV/Å.

Properties
- structure (SMILES) = C[C@@H](I)CC1=C(CCC(=O)Nc2ccccc2)C(=O)OC1=O.NC(N)=O.NC(N)=O
- molar mass (g/mol) = 533.3
- max |F| (eV/A) = 9.58
- HOMO level (eV) = -8.6



Formula: C18H24N2O8
Source: the Open Molecules 2025 dataset
Level of theory: ωB97M-V/def2-TZVPD

Geometry as XYZ:
```
52
Properties=species:S:1:pos:R:3:forces:R:3:mulliken_charge:R:1
O 2.05911 1.01549 5.06722 -0.1 -0.8 0.8 -0.5550
O -0.79014 -0.51113 -1.28118 1.0 0.3 -0.2 -0.6518
O -2.10657 1.23608 -7.42690 0.1 -0.2 -0.3 -0.6743
O -3.30941 3.01674 -2.65686 0.4 -0.5 -0.1 -0.6734
O 1.80150 -0.27443 6.90063 0.3 -0.2 -0.7 -0.4600
O 1.40187 -0.00282 -1.33810 -0.3 -0.3 0.9 -0.4336
O 2.76206 -1.21441 3.47838 -0.1 0.7 0.2 -0.4613
O 2.74816 -0.48664 0.97394 -0.5 0.0 -0.1 -0.6282
C 2.18389 -0.06435 5.61904 -0.2 1.6 -1.5 0.5732
C 0.28543 -0.42668 -0.70406 -1.5 -0.2 -0.6 0.6647
C -2.11167 1.85904 -6.37793 -0.7 0.5 -1.6 0.6511
C -3.08247 2.02752 -3.34486 0.0 1.7 0.0 0.1983
C 2.75760 -1.20203 4.85844 1.0 -3.3 2.2 -0.2056
C 3.30936 -2.27823 5.53166 -1.1 1.4 -1.8 -0.2039
C -0.85928 -1.57458 2.72428 0.2 0.2 -0.7 -1.0280
C 0.33102 -1.59236 3.44570 0.8 0.2 -0.2 -0.1149
C -0.85899 -1.18906 1.38421 0.1 -0.1 0.2 -0.4379
C 1.53889 -1.20959 2.83423 -2.1 -0.4 0.5 0.8394
C 1.52855 -0.83123 1.48175 0.8 0.2 0.2 0.5062
C 0.33298 -0.81448 0.72742 1.1 -0.1 1.0 -0.3624
N -4.06029 1.19688 -3.73724 -0.3 -0.7 -0.3 -0.1388
N -1.63355 1.27528 -5.27694 0.1 -0.5 1.8 -0.0665
C -2.65304 3.27621 -6.36116 0.1 -0.3 0.2 -0.9019
C -5.47682 1.33560 -3.39346 0.3 0.1 0.0 -0.9087
C 5.33998 -3.69801 5.33702 0.1 -0.2 0.0 -1.2744
C 3.90871 -3.48549 4.85108 0.1 0.5 0.1 -0.2602
C -0.62061 2.84301 -3.64538 -0.8 0.0 0.4 -1.4928
C -1.66131 1.73426 -3.88006 0.6 -0.1 -0.3 0.2575
H 1.45159 0.58343 7.18781 0.1 0.0 0.1 0.3466
H 1.13643 0.17854 -2.24829 -0.1 0.0 -0.1 0.3740
H 3.36444 -0.46519 1.72745 -0.1 0.0 -0.3 0.3920
H 3.30983 -2.26864 6.61839 0.0 0.2 -0.1 0.5017
H -1.78947 -1.86485 3.20445 0.2 0.1 -0.1 0.3725
H 0.29918 -1.91080 4.48264 0.2 0.1 -0.1 0.5072
H -1.80693 -1.18718 0.85056 0.4 0.1 -0.1 0.4262
H -3.79537 0.42501 -4.32946 -0.1 0.1 0.0 0.2510
H -1.24676 0.36009 -5.44361 -0.1 0.0 -0.1 0.2471
H -3.08471 3.49361 -7.33755 0.1 -0.2 0.1 0.3140
H -3.42246 3.39100 -5.60189 0.0 0.2 0.2 0.2727
H -1.83651 3.97041 -6.17784 0.0 0.1 0.1 0.2477
H -6.06942 1.45244 -4.30188 0.0 0.0 0.0 0.3065
H -5.63701 2.21117 -2.76015 0.3 -0.1 -0.1 0.3243
H -5.81703 0.45026 -2.85466 0.0 0.0 0.0 0.3064
H 5.36203 -3.83629 6.42248 0.1 0.0 -0.1 0.3354
H 5.96233 -2.83452 5.08045 -0.1 -0.2 0.1 0.3309
H 5.76899 -4.58778 4.86562 0.0 0.1 0.1 0.3565
H 3.91088 -3.37447 3.76277 -0.2 0.1 0.2 0.2491
H 3.30604 -4.36727 5.08916 0.0 0.1 0.0 0.3128
H 0.34015 2.55639 -4.07381 -0.1 -0.1 -0.1 0.3570
H -0.49664 2.99979 -2.57280 0.0 0.1 -0.1 0.3611
H -0.95181 3.78016 -4.08953 0.1 0.0 0.0 0.4001
H -1.32275 0.88407 -3.29119 0.0 -0.3 0.0 0.3503
```
Forces are in eV/Å.

Properties
- structure (SMILES) = CC/C=C(\Oc1cccc(C(=O)O)c1O)C(=O)O.CNC(=O)[C@H](C)NC(C)=O
- molar mass (g/mol) = 396.4
- max |F| (eV/A) = 4.11
- HOMO level (eV) = -8.8



Q: molar mass of number 2 (C18H24IN5O6)?
A: 533.3 g/mol



Q: What is the molar mass in the third record?
A: 396.4 g/mol



Q: Which of these has the lowest max |F|?
A: C18H24N2O8